1.
ORCA calculation (the ωB97M-V functional and the def2-TZVPD basis) on C8H13ClINO in the gas phase.

Summary:
Expectation value of S²: 2.006
LUMO level (alpha / beta) in eV: 0.370 / -3.903
Max |F| in Eh/bohr: 0.1081
Spin multiplicity: 3
Frontier orbital gap (alpha / beta) in hartree: 0.2427 / 0.2004
Total energy in hartree: -1200.3343
HOMO level (alpha / beta) in eV: -6.23 / -9.36

Geometry as XYZ:
```
25
Properties=species:S:1:pos:R:3:forces:R:3:mulliken_spin:R:1
H 1.7914 -1.7379 1.7321 -0.9 1.2 -0.5 -0.003
O -2.1957 3.1863 -0.0457 -0.2 -0.5 0.3 0.002
H 1.4766 -1.5754 -1.0204 0.1 -0.6 -0.2 0.024
H 0.4373 0.9329 -1.7927 0.3 0.5 -0.3 0.010
C -1.4414 2.2897 -0.3881 -1.9 0.5 0.1 -0.005
Cl 1.3404 1.9733 1.6281 0.4 -1.3 -0.7 0.082
C 0.8534 1.6782 -1.1113 1.6 0.0 1.3 0.002
H -1.6426 0.3545 -1.3573 -0.2 -0.1 -1.2 0.002
H 1.7479 2.2962 -1.6018 -1.9 -1.6 1.1 -0.011
H -3.0238 0.7487 -0.3736 -0.6 0.1 0.4 0.002
I 3.4891 0.1636 -0.2556 3.2 -0.7 -0.4 1.413
H 0.0083 -0.8912 -1.6438 -0.1 -1.0 0.1 -0.007
C 0.4199 -1.4481 -0.7779 2.3 4.7 -1.7 0.007
C 0.3861 -0.4751 0.3811 -0.6 1.6 0.8 -0.063
H -1.5720 -1.0703 0.4936 -0.2 1.0 0.3 0.007
H -1.3913 0.2716 1.6395 0.5 0.0 -1.2 0.001
H -0.0245 -2.3290 -0.5985 -1.7 -3.1 0.7 0.006
H 0.0823 -1.8662 2.0246 -0.5 -0.7 -0.5 0.000
C -1.1686 -0.0136 0.5657 -0.2 -2.9 2.1 0.014
H 0.6803 -0.4303 2.4183 0.9 0.7 0.9 -0.001
H 0.2511 3.5119 -0.2668 -1.6 -1.9 -1.1 0.001
C -1.9616 0.7976 -0.4402 3.4 1.6 -0.1 -0.014
N -0.1746 2.6366 -0.7306 2.4 0.5 0.1 0.009
C 1.3589 0.7415 0.1883 -4.5 2.6 -1.2 0.495
C 0.8156 -1.1639 1.6571 -0.1 -1.0 0.9 0.027
```
Forces are in eV/Å.

***

2.
ORCA calculation (the ωB97M-V functional and the def2-TZVPD basis) on C6H8 in the gas phase.

Summary:
LUMO level in eV: 1.156
Max |F| in Eh/bohr: 0.0241
ΔE to the lowest compared entry with this formula, charge and spin in kJ/mol: 169.07
Frontier orbital gap in hartree: 0.3799
Total energy in hartree: -233.3226
HOMO level in eV: -9.18

Geometry as XYZ:
```
14
Properties=species:S:1:pos:R:3:forces:R:3:lowdin_charge:R:1
C 0.5976 0.3203 -1.4385 0.3 0.2 0.0 -0.075
H -0.3098 0.9301 -1.4563 0.1 -0.2 0.1 0.076
C -2.5167 -0.5552 0.0227 0.8 0.0 0.7 0.121
C 0.9782 -0.1608 -0.0643 -0.3 -0.6 0.3 -0.298
H 0.4902 -0.4999 -2.1591 0.0 0.2 0.2 0.082
H 1.4419 0.9499 -1.7365 -0.2 0.0 -0.4 0.078
C -1.4216 -0.6061 0.5279 -1.1 0.1 -0.5 -0.130
H 1.4131 0.6866 1.9413 0.0 0.0 0.0 0.102
C 0.6873 0.6615 1.1404 0.2 0.3 0.2 -0.088
C -0.0664 -0.6255 0.9686 0.4 -0.3 -0.4 -0.265
H 1.8842 -0.7591 -0.0533 0.0 0.1 0.1 0.131
H 0.1360 1.5846 0.9975 0.0 -0.1 0.0 0.115
H 0.2006 -1.4570 1.6176 0.0 0.2 -0.2 0.136
H -3.5146 -0.4693 -0.3079 -0.3 0.0 -0.2 0.015
```
Forces are in eV/Å.

***

3.
ORCA calculation (the ωB97M-V functional and the def2-TZVPD basis) on a molecular structure, C11H17Cl2F3MoO5S.

Summary:
Expectation value of S²: 2.012
Total charge: -2
LUMO level (alpha / beta) in eV: 5.076 / 5.028
Max |F| in Eh/bohr: 0.0955
ΔE to the lowest compared entry with this formula, charge and spin in kJ/mol: 0.00
Spin multiplicity: 3
Frontier orbital gap (alpha / beta) in hartree: 0.2119 / 0.2292
Total energy in hartree: -2492.0388
HOMO level (alpha / beta) in eV: -0.69 / -1.21

Geometry as XYZ:
```
40
Properties=species:S:1:pos:R:3:forces:R:3:mulliken_spin:R:1
C 0.1786 -1.4990 -1.4781 -0.4 1.1 -0.7 0.051
C 0.6044 0.6964 -0.9003 -0.1 -0.4 -1.5 0.013
O 1.4284 2.7086 4.3566 -0.3 -0.4 -0.3 0.000
H -1.0787 -0.8625 -4.4676 -0.2 -0.1 0.0 0.004
H 0.9789 -3.2669 -2.3156 -0.1 0.0 0.4 -0.002
H -0.5183 1.7705 -3.9262 0.3 0.4 0.2 -0.002
H 1.7587 -0.3976 1.2974 0.5 -0.7 -0.6 0.007
S 1.0018 1.4859 3.6968 -2.8 -0.2 2.7 0.001
H -0.7336 -3.4401 -1.8987 0.6 0.6 0.3 -0.001
H -2.4208 -0.3227 -3.4494 0.5 -0.6 0.2 0.001
O -0.4496 1.4538 3.3305 1.9 0.6 0.5 0.001
H -1.7966 2.0711 -2.6971 1.2 -0.3 -0.2 -0.001
C 0.9850 0.1835 5.1089 0.1 0.5 -0.9 0.000
O -1.3951 0.6832 1.1634 -0.9 1.2 0.9 0.100
H 0.5840 2.7499 -0.4477 0.2 0.1 0.3 -0.003
H 2.9345 -0.9881 0.0422 -0.7 -0.1 0.2 0.004
C 0.8786 -0.6678 -0.5680 -0.1 -0.2 -0.9 -0.035
C -0.6808 1.9063 -2.8460 -1.2 0.6 0.0 0.003
C 1.8932 -1.0914 0.4361 -0.2 0.3 1.1 -0.015
C 1.2652 1.9053 -0.3048 -0.1 -0.1 -0.3 -0.005
H -0.9889 0.9545 2.0564 0.1 -0.4 -0.6 -0.013
H 0.4554 -3.4175 -0.5786 0.0 0.1 -0.3 0.000
H 1.4991 1.7716 0.7631 0.0 0.1 -0.6 0.001
C -0.2046 0.7145 -2.1169 0.4 -1.1 1.1 -0.015
F 0.5965 -1.0404 4.7090 0.6 1.7 1.0 0.000
Mo -1.6045 -0.0376 -0.4771 3.6 -2.0 1.1 1.713
O 1.9066 0.9367 2.7631 1.3 -0.4 -1.4 0.002
F 0.1495 0.6500 6.0888 0.8 -0.7 -0.4 0.000
O -2.9161 1.1108 -1.2360 -3.7 3.0 1.3 0.059
H 1.7034 -2.0953 0.8618 0.1 0.5 -0.4 -0.004
C -0.5058 -0.6590 -2.4415 -0.2 0.7 0.9 0.028
H 2.1808 2.1187 -0.8998 -0.3 -0.1 0.5 0.001
H -3.4787 1.6844 -0.5710 1.7 -1.7 -1.8 0.041
Cl -2.7214 -2.0031 -0.3310 -1.2 -0.9 -0.2 0.047
H -0.1787 2.7735 -2.3968 0.0 0.0 -0.7 0.001
C -1.5429 -1.0119 -3.4738 0.2 0.1 -1.0 0.007
H -1.8875 -2.0595 -3.4367 0.1 0.5 0.2 0.000
C 0.2248 -2.9734 -1.5582 -0.3 -1.1 -0.1 0.005
Cl -0.3671 -2.5986 2.5240 0.0 -0.5 -0.3 0.001
F 2.2625 0.1034 5.6188 -1.1 -0.2 0.0 0.000
```
Forces are in eV/Å.

***

4.
ORCA calculation (the ωB97M-V functional and the def2-TZVPD basis) on 2 unconnected molecules or ions with the total composition C27H22F12N2S.

Summary:
LUMO level in eV: -2.699
Max |F| in Eh/bohr: 0.0500
Frontier orbital gap in hartree: 0.1316
Total energy in hartree: -2748.1088
HOMO level in eV: -6.28

Geometry as XYZ:
```
64
Properties=species:S:1:pos:R:3:forces:R:3:lowdin_charge:R:1
H 4.5786 4.7957 2.0421 0.1 -0.1 0.2 0.089
H 6.7622 2.8486 1.2687 0.0 -0.3 -0.2 0.145
C 0.5810 -6.3750 -0.3405 0.0 0.1 0.0 0.026
H -7.2959 2.5039 -0.1311 0.1 -0.1 0.2 0.140
H -0.0783 -0.9389 0.2340 0.1 0.3 0.1 0.071
C -0.1327 0.1558 0.2275 0.7 -0.3 0.1 0.064
H -3.1394 3.5911 -0.6988 0.0 -0.2 0.5 0.127
C -6.2877 2.4582 0.2898 0.8 -0.4 -0.5 -0.046
F 5.6031 4.6738 -0.2311 0.3 -1.1 -0.4 0.109
C 3.0624 -6.3582 0.0234 0.2 -0.2 0.0 -0.511
C -0.5393 -4.5673 -1.5068 0.7 0.0 0.3 -0.062
C 1.0996 0.8276 0.4501 0.4 0.0 -0.6 -0.180
H 2.3379 3.8959 1.3655 0.1 -0.3 -0.7 0.125
H -1.4344 -4.1295 -1.9348 0.1 0.0 0.1 0.105
H 5.7849 3.8263 2.9283 -0.3 0.0 0.0 0.098
H -4.7117 -0.3817 -0.3216 0.4 0.1 -0.1 0.127
C -1.9035 -6.4840 -0.6495 -0.2 -0.2 0.0 -0.511
F -2.4978 -6.0651 0.5189 0.3 -0.5 -0.9 0.105
F 6.8543 3.2475 -1.3670 -0.9 0.0 0.9 0.134
F 2.9763 -7.7234 0.0782 0.2 1.1 0.1 0.110
H 0.6003 2.8825 -0.1424 0.1 -0.1 0.6 0.110
H 0.5351 -7.3287 0.1721 0.0 0.1 -0.1 0.124
H -5.2071 1.8975 -2.8358 -0.3 0.2 0.1 0.101
S 0.7184 -2.2490 -2.0361 0.0 2.5 -0.7 0.545
C 1.8816 -4.5033 -1.1696 -0.8 -0.1 0.1 -0.063
H 4.0436 3.6382 3.2947 0.3 0.1 -0.2 0.103
C -1.7570 2.0862 0.0083 0.4 -0.3 -0.3 0.003
C -5.7683 2.5054 -2.1129 0.4 0.3 -0.4 -0.050
N 4.6990 2.7405 1.5307 1.0 -0.3 0.4 -0.140
C -5.9445 3.8051 0.8646 0.8 1.2 0.4 -0.531
F 4.1696 -6.0513 -0.7202 -0.8 -0.3 0.7 0.109
F -5.7142 4.7227 -0.1399 -0.3 -0.7 1.1 0.099
C 1.8073 -5.7277 -0.5306 -0.2 -0.4 -0.1 -0.132
C -4.0771 1.6581 -0.5292 1.7 -0.5 0.3 -0.230
C 2.2881 0.0714 0.7359 -0.1 -0.1 0.0 0.017
C 5.7795 3.3441 -0.5396 -0.8 0.9 -1.4 -0.527
H 2.2349 -1.0180 0.6743 0.0 0.3 0.0 0.121
N -5.3515 2.1400 -0.7806 -1.8 -0.2 0.2 -0.180
F -1.7667 -7.8436 -0.5623 -0.3 1.1 0.0 0.109
H 4.4085 0.1165 1.1720 -0.4 0.0 0.0 0.122
H -6.1997 1.7190 1.0931 -0.3 0.1 0.0 0.148
F -6.8891 4.3286 1.6883 0.7 -0.5 -0.6 0.128
H -1.0531 2.8168 0.3906 -0.2 -0.2 -0.4 0.094
H -6.8440 2.3026 -2.2059 0.3 0.0 -0.2 0.092
F 3.3067 -5.9199 1.3048 0.0 -0.5 -1.0 0.105
F 4.6622 2.9636 -1.2519 1.2 0.4 0.5 0.118
C -3.8421 0.2796 -0.3035 -0.4 0.7 -0.1 0.016
F -4.7682 3.7054 1.5800 -1.1 0.4 -0.5 0.102
H 5.9374 1.4591 0.4149 0.3 0.4 0.1 0.141
C -2.5594 -0.1922 -0.1206 0.9 0.0 0.2 0.014
C -1.4375 0.6940 0.0335 -1.5 0.4 0.1 -0.171
C 3.4862 0.6845 1.0417 -0.2 0.3 -0.1 0.010
C 5.8807 2.5156 0.7115 -0.4 -0.4 0.5 -0.038
C -0.5795 -5.7882 -0.8582 0.2 -0.4 0.1 -0.132
F -2.7901 -6.2300 -1.6603 0.6 -0.3 0.9 0.109
C 3.5253 2.0882 1.2700 -0.7 -0.6 -0.4 -0.221
C 0.6853 -3.8410 -1.5713 0.0 -2.0 0.6 -0.801
C -2.9745 2.5417 -0.4515 -0.7 -0.4 0.0 0.014
C 1.2773 2.2487 0.4271 -0.2 0.0 0.7 0.010
C 2.3357 2.8339 1.0906 0.0 0.2 -0.1 0.015
C 4.7765 3.8144 2.4966 -0.4 0.5 0.0 -0.043
H 2.8345 -4.0143 -1.3362 -0.1 0.0 0.1 0.104
H -2.3854 -1.2692 -0.0567 0.0 0.3 -0.1 0.126
H -5.5844 3.5714 -2.3251 -0.1 -0.2 -0.1 0.084
```
Forces are in eV/Å.

***

5.
ORCA calculation (the ωB97M-V functional and the def2-TZVPD basis) on 2 unconnected molecules or ions with the total composition C5H10O.

Summary:
LUMO level in eV: 0.004
Max |F| in Eh/bohr: 0.0104
ΔE to the lowest compared entry with this formula, charge and spin in kJ/mol: 129.63
Frontier orbital gap in hartree: 0.3711
Total energy in hartree: -271.7032
HOMO level in eV: -10.09

Geometry as XYZ:
```
16
Properties=species:S:1:pos:R:3:forces:R:3:lowdin_charge:R:1
C 1.0134 1.1845 -1.3041 0.1 -0.1 0.0 0.043
H -0.4893 -1.2895 0.0020 -0.1 0.0 0.1 0.044
O 1.6565 0.5367 1.3860 0.3 -0.3 -0.4 0.031
C -1.3872 -1.1670 0.6148 0.0 0.0 0.0 -0.170
H -2.3058 0.2526 -0.7599 0.0 0.0 0.1 0.063
H -2.0472 -2.0173 0.4162 0.1 0.1 0.0 0.062
H 0.5336 1.7730 -0.5270 0.1 -0.1 -0.1 0.067
C 2.2187 -0.0067 0.4597 -0.2 0.2 0.3 -0.284
H 0.7563 1.3957 -2.3368 0.0 0.0 0.1 0.068
H -1.4489 1.0020 0.5974 -0.1 -0.1 0.0 0.050
C -2.0809 0.1563 0.3082 0.0 0.1 0.0 -0.173
H 3.0314 -0.7362 0.6463 -0.1 0.0 0.0 0.114
H -1.0806 -1.2146 1.6639 0.0 0.0 -0.1 0.066
H -3.0257 0.2473 0.8548 0.1 0.0 -0.1 0.062
C 1.8939 0.2438 -0.9678 -0.2 0.2 -0.1 -0.136
H 2.4065 -0.3584 -1.7139 -0.1 0.1 0.1 0.093
```
Forces are in eV/Å.

***

6.
ORCA calculation (the ωB97M-V functional and the def2-TZVPD basis) on 4 unconnected molecules or ions with the total composition C2H11O4.

Summary:
Total charge: -1
LUMO level in eV: 4.045
Max |F| in Eh/bohr: 0.0247
ΔE to the lowest compared entry with this formula, charge and spin in kJ/mol: 35.61
Frontier orbital gap in hartree: 0.3112
Total energy in hartree: -383.7923
HOMO level in eV: -4.42

Geometry as XYZ:
```
17
Properties=species:S:1:pos:R:3:forces:R:3:lowdin_charge:R:1
C 0.1488 -0.7097 -0.3472 0.1 0.3 0.1 -0.446
O -1.7077 1.7485 -0.7709 0.4 0.0 -0.6 -0.079
H -0.9609 1.2551 -0.3818 0.2 0.1 0.4 -0.012
H 0.5255 0.8975 -1.6454 0.5 0.2 -0.1 0.052
H 2.6158 -0.5450 1.9815 0.3 -0.6 1.1 -0.020
O -2.2214 -0.4816 1.8606 0.1 0.0 0.7 -0.119
O 0.1690 0.0646 0.8283 0.0 0.2 -0.9 -0.360
H -1.2816 -0.2660 1.5948 0.3 0.0 -0.2 -0.015
H 0.7658 -0.5769 -2.4860 0.0 -0.4 0.2 0.059
H -0.8926 -0.7346 -0.7136 0.0 -0.7 0.0 0.083
H 2.0208 -0.0555 -1.3223 -0.1 0.1 0.1 0.053
H 0.5555 -1.7118 -0.1667 -0.3 -0.3 0.0 0.094
H -2.3656 1.6804 -0.0939 -0.6 0.1 0.6 0.003
H 1.7054 0.0951 1.0174 0.4 -0.4 -0.3 -0.003
O 2.6896 -0.2419 1.0922 -0.6 0.8 -0.6 -0.159
C 0.9491 -0.1031 -1.5155 -0.5 0.6 0.0 -0.112
H -2.7155 -0.3150 1.0686 -0.4 0.0 -0.6 -0.019
```
Forces are in eV/Å.